98
Properties=species:S:1:pos:R:3:mulliken_charge:R:1 method="wB97M-V/def2-TZVPD" spin_multiplicity=1 total_energy_ev=-173573.809 e_above_lowest_kcal_mol=33.4 total_charge=-1 fmax_ev_per_a=2.68 homo_ev="-1.701 / -1.202"
Sc -1.34885 -0.84858 -0.05020 -0.88
C -1.38865 -1.29178 4.46550 -0.88
C -0.12825 -0.84728 4.81900 -1.00
C 0.80185 -0.57618 3.83380 -0.78
C 0.47145 -0.72438 2.48460 0.66
C -0.83075 -1.15048 2.07300 0.99
C -1.71565 -1.43278 3.12030 -0.12
C 1.48815 -0.50978 1.44960 0.48
C 2.81475 -0.87408 1.58740 -0.06
C 3.68455 -0.88208 0.50600 -2.33
C 3.16955 -0.69288 -0.79420 0.82
C 3.91995 -0.90208 -1.96300 -0.76
C 3.36065 -0.71118 -3.21030 -0.70
C 2.02845 -0.35058 -3.33020 -1.22
C 1.26065 -0.13638 -2.19260 -0.07
C 1.81865 -0.27528 -0.92390 0.82
N 1.07135 -0.00888 0.21350 1.22
H -2.12805 -1.50638 5.22940 0.38
H 0.12555 -0.70018 5.86160 0.36
H 1.77885 -0.20458 4.11780 0.40
H -2.72055 -1.78138 2.87910 0.32
H 3.17195 -1.18088 2.56080 0.48
H 4.72905 -1.12128 0.63510 0.33
H 4.94545 -1.23198 -1.87390 0.42
H 3.95565 -0.87118 -4.09930 0.36
H 1.57545 -0.24418 -4.30580 0.42
H 0.20015 0.10812 -2.28950 0.11
Cl -5.05855 -4.21178 -0.64700 -0.32
C -5.20375 -2.48738 -0.50340 0.68
C -6.48315 -1.97938 -0.33740 -0.94
C -6.66385 -0.61668 -0.22470 0.95
Cl -8.28265 -0.01088 -0.00650 -0.29
C -5.58145 0.28202 -0.26580 0.35
C -5.68915 1.68282 -0.18320 -1.03
C -4.52575 2.44142 -0.20340 -1.11
C -3.29895 1.81472 -0.27350 -0.34
N -3.14235 0.48382 -0.36990 0.19
C -4.28065 -0.26988 -0.38890 0.12
C -4.06715 -1.67028 -0.53090 -0.10
O -2.83005 -2.09048 -0.67150 -1.07
H -7.32825 -2.65018 -0.29290 0.45
H -6.66135 2.13872 -0.09680 0.42
H -4.57645 3.52022 -0.16400 0.49
H -2.38615 2.39302 -0.26030 0.41
C -0.00845 0.94232 0.10080 -1.04
Ge 0.68585 2.80252 -0.28070 2.22
C 2.44435 3.10402 -1.17640 0.61
C 2.55205 3.98372 -2.24560 -0.62
C 3.77955 4.26832 -2.81480 -0.72
C 4.92785 3.67392 -2.32070 -0.65
C 4.83585 2.80422 -1.24760 -0.68
C 3.60635 2.52932 -0.67850 -0.26
C 0.90395 3.58262 1.56220 0.10
C 0.46745 4.82942 1.99320 -0.37
C 0.44015 5.15072 3.34110 -0.69
C 0.86975 4.23902 4.28950 -0.60
C 1.38895 3.02622 3.87020 -0.69
C 1.40255 2.71032 2.52580 -0.32
C -0.65695 3.79422 -1.38400 0.00
C -1.54645 4.74112 -0.89210 -0.51
C -2.47565 5.34752 -1.71780 -0.72
C -2.54545 5.00092 -3.05560 -0.55
C -1.69005 4.03432 -3.55570 -0.84
C -0.76135 3.43722 -2.72480 -0.48
H -0.37395 1.12752 1.13270 0.98
H 1.66015 4.45912 -2.63050 0.31
H 3.84415 4.96362 -3.64120 0.41
H 5.88915 3.89062 -2.76770 0.37
H 5.72945 2.34402 -0.85060 0.44
H 3.55155 1.85612 0.16470 0.30
H 0.14635 5.56582 1.27000 0.45
H 0.07045 6.11782 3.65730 0.39
H 0.80235 4.46892 5.34520 0.37
H 1.76265 2.31642 4.59420 0.36
H 1.79965 1.75372 2.21680 0.36
H -1.52615 4.99082 0.15830 0.25
H -3.14585 6.09422 -1.31470 0.43
H -3.27055 5.47392 -3.70210 0.37
H -1.74735 3.74662 -4.59600 0.43
H -0.09685 2.67532 -3.11240 0.49
N -2.03365 -4.55528 -1.09800 -0.19
C -0.73855 -4.65368 -0.79900 0.00
S 0.21715 -3.29008 -0.65040 -0.22
N -0.26865 -5.93148 -0.74230 -0.02
C 0.94125 -6.47998 -0.34280 0.71
C 1.85905 -5.82128 0.46670 -0.30
C 3.00415 -6.47948 0.87300 -0.81
C 3.25395 -7.78478 0.48520 -0.43
C 2.34035 -8.44028 -0.32480 -0.57
C 1.19055 -7.79658 -0.73190 -0.47
H -2.48715 -3.62088 -0.98630 0.48
H -2.63245 -5.36588 -1.06170 0.26
H -0.92425 -6.62368 -1.08340 0.21
H 1.66815 -4.80678 0.76990 0.42
H 3.70135 -5.96398 1.51510 0.39
H 4.15195 -8.28878 0.81130 0.37
H 2.51865 -9.45878 -0.63580 0.35
H 0.47125 -8.30668 -1.36040 0.31

***

96
Properties=species:S:1:pos:R:3:mulliken_charge:R:1 method="wB97M-V/def2-TZVPD" spin_multiplicity=1 total_energy_ev=-52132.343 e_above_lowest_kcal_mol=167.0 fmax_ev_per_a=10.63 smiles="NC(N)=O.NC(N)=O.NC(N)=O.CC(C)O.CC(C)O.CC(C)O.CC(C)O.CO.CO.CO.CO" homo_ev=-8.706
C 17.09200 5.37600 -14.74200 -0.23
O 17.14200 6.82400 -14.79300 -0.67
H 18.01700 5.09600 -15.20000 0.04
H 16.27000 4.96300 -15.24300 0.49
H 16.90600 5.05700 -13.64600 -0.04
H 17.94100 6.96700 -14.27700 0.36
C 17.05600 5.11000 -8.69100 -0.19
O 16.58400 4.00200 -8.03900 -0.66
H 16.32000 5.54200 -9.38700 0.30
H 18.00500 5.05000 -9.26500 -0.31
H 17.26500 5.87500 -7.98500 0.43
H 16.15000 3.43500 -8.75900 0.37
C 21.49500 3.17300 -16.07900 -0.49
O 21.22300 1.79500 -15.80800 -0.60
H 22.31100 3.44200 -15.45000 0.26
H 20.64500 3.81900 -15.80500 0.00
H 21.82300 3.44200 -17.06200 0.43
H 20.44200 1.55700 -16.26200 0.31
C 21.28900 9.18800 -10.43500 -0.32
O 20.34000 10.07500 -10.95300 -0.67
H 21.13500 8.14700 -10.71400 0.12
H 21.35400 9.20700 -9.39100 0.47
H 22.21500 9.57400 -10.74000 0.18
H 19.57100 9.53700 -11.15700 0.08
C 19.74000 6.27400 -12.87100 0.49
O 20.35600 5.49400 -13.68700 -0.89
N 19.48700 5.96700 -11.65600 1.68
N 19.41300 7.43600 -13.17700 0.15
H 19.87100 5.08800 -11.29300 -0.44
H 19.04800 6.57600 -10.98000 -0.64
H 19.89000 7.71600 -14.12400 0.06
H 19.13900 8.20000 -12.48200 -0.28
C 21.02600 2.70300 -12.01100 0.14
O 20.74000 3.60800 -11.00000 -0.68
N 20.74100 2.99900 -13.23400 0.09
N 21.24500 1.45400 -11.90200 -0.39
H 20.44200 3.93400 -13.38800 -0.03
H 20.99500 2.35600 -13.99900 0.38
H 21.24500 1.17700 -10.95600 0.29
H 21.25100 0.72100 -12.66000 0.18
C 21.29700 9.37600 -14.73800 0.40
O 22.64500 9.47100 -14.41200 -0.64
N 20.61100 8.37100 -15.26200 -0.42
N 20.50200 10.33600 -14.40400 -0.31
H 21.09000 7.47800 -15.52400 0.33
H 19.74200 8.57700 -15.74800 0.34
H 20.92600 11.05900 -13.78700 0.26
H 19.48800 10.33400 -14.53500 0.21
C 24.51700 7.98900 -12.01600 -1.71
C 23.31800 7.17600 -12.39900 2.41
C 23.53400 6.36100 -13.58700 -1.43
O 22.81300 6.45800 -11.44600 -0.58
H 25.28500 7.44500 -11.52600 0.49
H 24.13200 8.80900 -11.38900 0.26
H 25.06000 8.39100 -12.89700 0.29
H 22.55100 7.87300 -12.58700 -0.71
H 24.53800 5.94900 -13.65800 0.39
H 23.58500 7.03200 -14.41800 0.36
H 22.78900 5.62500 -13.71500 0.18
H 22.14200 5.82200 -11.82400 0.05
C 22.04300 5.71500 -5.86800 -1.39
C 20.93800 6.56100 -6.59900 0.64
C 20.52400 5.93700 -7.90400 -0.30
O 19.96000 6.86600 -5.84700 -0.54
H 22.81500 5.45900 -6.58100 0.34
H 21.69200 4.75600 -5.46100 0.36
H 22.31800 6.34800 -5.02400 0.36
H 21.40400 7.52600 -6.85100 0.10
H 21.32600 6.04200 -8.66700 0.31
H 19.78500 6.54300 -8.38100 -0.75
H 20.12900 4.96600 -7.92300 0.54
H 19.34000 7.42800 -6.24200 0.30
C 17.60900 3.33000 -11.47300 -0.43
C 16.86000 2.11100 -10.96700 -0.32
C 17.85300 0.93600 -10.71600 -1.43
O 16.07400 2.26000 -9.99200 -0.55
H 18.48100 3.46200 -10.87700 0.07
H 16.98800 4.17900 -11.31600 0.06
H 17.86000 3.37200 -12.52600 0.66
H 16.23000 1.99700 -11.81700 0.50
H 17.26700 0.07200 -10.69700 0.54
H 18.21400 1.10900 -9.69300 0.33
H 18.61800 0.89600 -11.42700 0.22
H 15.37100 1.61800 -10.00600 0.34
C 16.75000 9.79100 -10.06800 -2.05
C 17.23600 8.32500 -10.32700 0.81
C 16.79800 7.69100 -11.59700 -1.40
O 18.44800 8.21400 -10.11900 -0.18
H 17.10700 10.37100 -10.86600 0.41
H 17.06800 10.02500 -9.11900 0.50
H 15.67200 9.78200 -10.16000 0.45
H 16.74400 7.74100 -9.61400 0.32
H 17.00100 8.09500 -12.50900 0.60
H 15.68100 7.64500 -11.54900 0.42
H 17.10900 6.64000 -11.70400 0.08
H 18.64100 8.29700 -9.19600 0.14

***

25
Properties=species:S:1:pos:R:3:lowdin_spin:R:1 method="wB97M-V/def2-TZVPD" spin_multiplicity=3 total_energy_ev=-29365.342 total_charge=+2 fmax_ev_per_a=1.42 homo_ev="-15.582 / -16.140"
W -0.06491 1.60381 1.09952 2.38
C -0.18666 -1.44328 1.25695 0.01
C 1.02971 -1.21246 0.37898 0.01
N 1.51488 0.18029 0.62985 0.05
C 1.99036 1.02621 -0.50416 0.03
C 1.11433 0.95921 -1.74627 0.02
S -0.62697 1.40962 -1.35203 0.06
C -1.57678 -0.15604 -1.33104 0.02
C -2.16801 -0.41124 0.04437 0.02
N -1.16752 -0.30167 1.15958 0.03
H 0.12014 -1.49988 2.29780 0.00
H -0.68054 -2.38175 1.00746 0.00
H 0.80435 -1.32428 -0.67453 0.00
H 1.81072 -1.92955 0.61416 0.00
H 2.24384 0.16289 1.33609 0.01
H 3.03494 0.84733 -0.75466 0.00
H 1.98090 2.06255 -0.11728 0.01
H 1.14361 -0.00340 -2.25098 0.00
H 1.46521 1.70499 -2.45501 0.00
H -0.93419 -0.95519 -1.69344 0.00
H -2.37954 -0.03421 -2.05410 0.00
H -2.62579 -1.39920 0.06711 0.00
H -2.94381 0.31767 0.25812 0.00
H -1.70657 -0.30867 2.01967 0.01
Te -1.19170 3.08625 2.76384 -0.67

***

19
Properties=species:S:1:pos:R:3:nbo_charge:R:1 method="wB97M-V/def2-TZVPD" spin_multiplicity=1 total_energy_ev=-18157.628 e_above_lowest_kcal_mol=9.0 fmax_ev_per_a=2.35 smiles=NC[C@@H](N)CCS homo_ev=-8.733
N 1.54509 1.22365 0.39637 -0.85
C 0.47388 0.26432 0.08878 -0.08
C -0.79647 0.62226 0.86655 -0.41
C -1.76256 -0.58480 0.95913 -0.52
S -1.06519 -2.14403 1.57357 -0.04
C 0.23640 0.20221 -1.40020 -0.23
N 1.38902 -0.43118 -2.09612 -0.85
H 1.76373 1.21641 1.38739 0.35
H 2.45293 0.92756 0.04717 0.36
H 0.91939 -0.68326 0.35484 0.19
H -0.47443 0.92519 1.85796 0.21
H -1.32204 1.33087 0.23160 0.22
H -2.50522 -0.29302 1.70076 0.22
H -2.29334 -0.75704 0.03069 0.22
H -0.79639 -1.74197 2.82234 0.12
H -0.66803 -0.34649 -1.63691 0.18
H 0.01970 1.19545 -1.82484 0.19
H 1.87043 0.23897 -2.67656 0.36
H 1.01311 -1.16510 -2.68253 0.36

***

21
Properties=species:S:1:pos:R:3:nbo_charge:R:1 method="wB97M-V/def2-TZVPD" spin_multiplicity=1 total_energy_ev=-10879.980 e_above_lowest_kcal_mol=30.8 total_charge=+1 fmax_ev_per_a=4.68 smiles=CC(C)(N)c1[nH]cc[nH+]1 homo_ev=-13.313
C -2.17702 -2.13500 0.54847 -0.04
C -2.42881 -1.77143 -0.73111 -0.05
C -0.62510 -0.70573 -0.01808 0.45
C -0.03804 1.74911 0.69088 -0.58
C 1.38520 0.32278 -1.18335 -0.60
C 0.54571 0.37946 0.12568 0.13
N -1.03428 -1.51406 0.94360 -0.47
N -1.42910 -0.88068 -1.06688 -0.48
N 1.37900 -0.04869 1.22422 -0.88
H -2.70671 -2.77025 1.13843 0.25
H -3.13763 -1.90230 -1.51556 0.25
H 0.81240 2.34421 0.79324 0.23
H -0.58943 2.22949 0.02679 0.21
H -0.55963 1.67148 1.60865 0.23
H 1.93121 1.18623 -1.33722 0.24
H 2.11814 -0.35071 -1.09472 0.22
H 0.75942 0.13411 -1.98213 0.19
H -1.48328 -0.57781 -2.00551 0.45
H 1.81793 0.60892 1.81713 0.40
H 1.85362 -0.92391 1.15285 0.38
H -0.44426 -1.55133 1.77335 0.47

***

22
Properties=species:S:1:pos:R:3:nbo_charge:R:1 method="wB97M-V/def2-TZVPD" spin_multiplicity=1 total_energy_ev=-10886.318 e_above_lowest_kcal_mol=42.5 total_charge=+1 fmax_ev_per_a=1.36 homo_ev=-12.195
C -1.20308 2.28229 0.15614 -0.23
C 0.21518 1.64494 0.25843 -0.44
C 0.20470 0.17632 0.54149 -0.01
C 0.77438 -0.39735 1.60971 0.05
N 0.94154 -1.73245 1.88014 -0.81
N -0.37566 -0.65934 -0.52046 -0.69
N -1.68929 2.33418 -1.22608 -0.89
H -1.13553 3.29900 0.54056 0.21
H -1.94195 1.72374 0.74014 0.19
H 0.80515 2.17924 0.98126 0.24
H 0.65335 1.79398 -0.73302 0.22
H 1.10744 0.25074 2.40206 0.23
H 1.03440 -2.43240 1.16178 0.39
H 1.43362 -1.92279 2.73743 0.41
H -1.38938 -0.77621 -0.43219 0.43
H 0.12491 -1.54815 -0.54335 0.46
H -0.24453 -0.19359 -1.41970 0.45
H -1.77510 3.24449 -1.65712 0.39
H -2.46050 1.74032 -1.46185 0.37
H 0.89787 -3.60447 -2.22099 0.50
H 2.09953 -2.93202 -1.62975 0.49
O 1.15188 -2.77478 -1.79109 -0.98